An isolated molecule of C7H14N2O3 in a non-equilibrium geometry, computed with wB97M-V/def2-TZVPD.

Positions of all 26 atoms, in Å:
1 C 2.666 0.999 -1.383
2 C 1.803 0.428 -0.253
3 N 2.103 -0.695 0.303
4 O 3.121 -1.326 0.304
5 O 0.936 -1.212 1.025
6 N -0.298 -0.293 0.555
7 C -1.150 -1.048 -0.218
8 C -2.438 -0.291 -0.302
9 C -1.384 -2.472 0.312
10 C 0.381 0.983 0.012
11 C 0.226 2.000 1.071
12 O -1.108 2.227 1.342
13 H 3.017 0.072 -2.036
14 H 3.558 1.578 -1.177
15 H 2.044 1.608 -1.918
16 H -0.768 -1.175 -1.213
17 H -2.338 0.794 -0.390
18 H -2.977 -0.523 -1.283
19 H -3.067 -0.418 0.615
20 H -1.520 -2.626 1.339
21 H -0.485 -3.109 0.141
22 H -2.272 -2.776 -0.181
23 H -0.062 1.346 -0.969
24 H 0.825 2.991 0.875
25 H 0.706 1.569 1.980
26 H -1.520 1.368 1.449

Results
- Strongest force on any atom: 5.1 eV/Å
- Charge: 0
- E_HOMO: -8.9 eV
- Lowest unoccupied orbital energy: 0.769 eV
- Energy relative to the best compared isomer or geometry (same formula, charge and spin): 7.580 eV
- E_tot: -610.12696 Eh
- HOMO-LUMO gap: 9.68 eV

An isolated ion of composition C4H8O2 and charge -2 in a non-equilibrium geometry, computed with wB97M-V/def2-TZVPD.

Positions of all 14 atoms, in Å:
1 O -0.349 2.769 -1.307
2 C -0.226 1.438 -1.138
3 C 0.095 0.928 0.317
4 C 0.641 -0.529 0.454
5 C -0.386 -1.704 0.530
6 O 0.144 -2.797 1.215
7 H 0.501 0.818 -1.727
8 H -1.197 0.901 -1.352
9 H 0.982 1.489 0.647
10 H -0.723 1.290 0.954
11 H 1.240 -0.582 1.362
12 H 1.200 -0.696 -0.472
13 H -1.293 -1.360 1.043
14 H -0.628 -1.964 -0.525

Results
- Strongest force on any atom: 2.1 eV/Å
- Charge: -2
- E_HOMO: 1.0 eV
- Lowest unoccupied orbital energy: 7.506 eV
- Energy relative to the best compared isomer or geometry (same formula, charge and spin): 0.556 eV
- E_tot: -307.52753 Eh
- HOMO-LUMO gap: 6.50 eV

A 2-piece molecular cluster, CH3NO2 overall in a non-equilibrium geometry, computed with wB97M-V/def2-TZVPD.

Positions of all 7 atoms, in Å:
1 C -0.183 0.899 1.204
2 N 0.353 -0.790 -0.732
3 O -0.193 1.156 0.011
4 O 0.156 -1.556 0.303
5 H -0.871 1.525 1.898
6 H 1.186 -0.695 -1.329
7 H -0.447 -0.539 -1.356

Results
- Strongest force on any atom: 5.0 eV/Å
- Charge: 0
- ⟨S²⟩: 2.01
- E_HOMO (spin up / spin down): -7.9 / -10.0 eV
- Lowest unoccupied orbital energy (spin up / spin down): 0.799 / -0.822 eV
- Energy relative to the best compared isomer or geometry (same formula, charge and spin): 1.273 eV
- E_tot: -244.92226 Eh
- HOMO-LUMO gap (spin up / spin down): 8.73 / 9.17 eV
- Spin multiplicity: 3

A 2-piece molecular cluster, C3H7NO overall in a non-equilibrium geometry, computed with wB97M-V/def2-TZVPD.

Positions of all 12 atoms, in Å:
1 C 0.005 1.335 0.966
2 C 0.055 0.981 -0.329
3 N -0.413 -0.253 -0.859
4 C -1.682 -0.366 -0.958
5 H -0.254 0.594 1.715
6 H 0.548 2.222 1.262
7 H 0.262 1.809 -0.996
8 H -2.101 -1.258 -1.404
9 H -2.190 0.337 -0.288
10 O 1.727 -1.340 0.886
11 H 1.310 -2.192 0.777
12 H 1.384 -0.805 0.157

Results
- Strongest force on any atom: 2.5 eV/Å
- Charge: 0
- E_HOMO: -9.7 eV
- Lowest unoccupied orbital energy: 0.702 eV
- Energy relative to the best compared isomer or geometry (same formula, charge and spin): 2.714 eV
- E_tot: -248.42674 Eh
- HOMO-LUMO gap: 10.35 eV

A 2-piece molecular cluster, C6H11NO5 overall in a non-equilibrium geometry, computed with wB97M-V/def2-TZVPD.

Positions of all 23 atoms, in Å:
1 N 3.633 -1.558 -4.078
2 O 3.464 -2.606 -4.759
3 O 2.631 -0.896 -3.696
4 O 4.794 -1.177 -3.775
5 C -1.615 0.977 2.166
6 C -1.480 -0.539 1.966
7 C -0.254 -0.907 1.138
8 C -0.208 -0.144 -0.183
9 C -0.324 1.352 0.020
10 C -1.530 1.773 0.864
11 O 1.117 -0.230 -0.839
12 O 1.164 -1.402 -1.410
13 H -2.566 1.201 2.664
14 H -0.818 1.317 2.836
15 H -1.418 -1.028 2.944
16 H -2.379 -0.927 1.474
17 H 0.655 -0.674 1.717
18 H -0.241 -1.984 0.927
19 H -0.983 -0.535 -0.869
20 H 0.598 1.688 0.511
21 H -0.356 1.830 -0.964
22 H -2.440 1.625 0.272
23 H -1.444 2.844 1.075

Results
- Strongest force on any atom: 2.8 eV/Å
- Charge: 0
- E_HOMO (spin up / spin down): -10.3 / -9.9 eV
- Lowest unoccupied orbital energy (spin up / spin down): -4.307 / -0.467 eV
- Energy relative to the best compared isomer or geometry (same formula, charge and spin): 6.348 eV
- E_tot: -665.83416 Eh
- HOMO-LUMO gap (spin up / spin down): 5.95 / 9.43 eV

A 2-piece molecular cluster, C9H12O2PS overall in a non-equilibrium geometry, computed with wB97M-V/def2-TZVPD.

Positions of all 25 atoms, in Å:
1 C -0.553 -3.975 -2.922
2 C 0.159 -2.886 -2.699
3 C -2.074 -3.212 -1.036
4 C -1.276 -2.194 -1.041
5 C -1.753 -4.339 -2.133
6 C -0.099 -1.816 -1.772
7 C 0.361 1.801 -0.367
8 C 1.407 -0.220 1.581
9 C -0.557 1.704 2.449
10 O -2.451 -5.323 -2.212
11 O 0.657 -0.887 -1.497
12 P -0.094 0.696 0.916
13 S -1.846 -0.431 0.734
14 H -0.406 -4.771 -3.713
15 H 1.004 -2.707 -3.338
16 H -2.925 -3.305 -0.514
17 H 0.950 2.603 0.124
18 H -0.541 2.261 -0.718
19 H 0.904 1.218 -1.108
20 H 1.525 -1.069 0.870
21 H 1.501 -0.569 2.584
22 H 2.261 0.415 1.589
23 H 0.428 1.978 2.893
24 H -1.002 0.927 3.008
25 H -1.300 2.652 2.499

Results
- Strongest force on any atom: 4.1 eV/Å
- Charge: +1
- E_HOMO (spin up / spin down): -13.3 / -13.3 eV
- Lowest unoccupied orbital energy (spin up / spin down): -5.799 / -5.799 eV
- Energy relative to the best compared isomer or geometry (same formula, charge and spin): 0.000 eV
- E_tot: -1239.79283 Eh
- HOMO-LUMO gap (spin up / spin down): 7.55 / 7.55 eV